1.
Below is 2 unconnected molecules or ions with the total composition C5H8NO at a distorted geometry, with properties calculated with ωB97M-V with the def2-TZVPD basis set.

## Properties
* gap between HOMO and LUMO: 0.351 Ha
* total charge: +1
* energy above the lowest of the compared OMol25 structures with the same formula, charge and spin: 605.44 kJ/mol
* LUMO level: -0.161 Eh

Each line ends with the Löwdin charge.
Atoms and positions in Å:
C 0.71 2.14 0.91  0.32
C 0.30 0.34 -1.35  0.03
C -1.05 -2.20 0.45  -0.08
C -0.27 -0.75 -1.31  -0.09
C -1.00 -1.97 -1.06  -0.23
N 1.38 3.01 1.27  -0.02
O 2.06 3.91 1.79  0.16
H 0.42 1.27 0.23  0.06
H -1.75 -3.01 0.57  0.08
H -1.33 -1.45 1.11  0.06
H -0.03 -2.50 0.68  0.08
H 1.90 4.85 1.32  0.27
H 1.03 1.11 -1.76  0.09
H -0.35 -2.75 -1.41  0.13
H -2.01 -1.99 -1.45  0.13


2.
Below is 2 unconnected molecules or ions with the total composition C2H7S3 at a distorted geometry, with properties calculated with ωB97M-V with the def2-TZVPD basis set.

## Properties
* gap between HOMO and LUMO: 0.228 Ha
* total charge: -1
* energy above the lowest of the compared OMol25 structures with the same formula, charge and spin: 46.32 kJ/mol
* LUMO level: 0.118 Eh

Each line ends with the Löwdin charge.
Atoms and positions in Å:
C 1.49 1.31 0.01  -0.25
C 0.18 0.80 0.59  -0.76
S 0.46 -0.58 1.77  0.23
H 1.85 0.56 -0.71  0.05
H 2.28 1.39 0.75  0.04
H 1.40 2.26 -0.53  0.05
H -0.51 0.51 -0.20  0.02
H -0.33 1.58 1.16  0.02
S -1.53 -2.14 -1.79  0.12
S -1.84 -2.58 0.22  0.07
H -2.62 -1.40 -2.02  -0.24
H -0.81 -1.69 0.73  -0.34


3.
Below is a molecular structure, C38H30N9OTa, with properties calculated with ωB97M-V with the def2-TZVPD basis set.

## Properties
* gap between HOMO and LUMO: 0.180 Ha
* total charge: +4
* LUMO level: -0.493 Eh

Each line ends with the Löwdin charge.
Atoms and positions in Å:
Ta -0.29 -0.48 0.02  1.95
C 2.87 -1.53 2.95  -0.02
C 2.09 -1.44 1.81  -0.06
N 1.20 -0.44 1.67  -0.05
C 1.10 0.45 2.66  -0.18
C 1.90 0.35 3.79  0.01
N 2.77 -0.64 3.94  0.17
C 0.05 1.45 2.43  -0.18
C -0.21 2.49 3.27  0.10
C -1.28 3.39 3.03  -0.05
C -2.01 3.14 1.85  0.10
C -1.68 2.11 1.02  -0.17
N -0.67 1.22 1.28  -0.02
C -2.39 1.80 -0.22  -0.16
C -3.31 2.64 -0.82  0.01
N -4.01 2.27 -1.88  0.18
C -3.80 1.05 -2.36  -0.02
C -2.82 0.22 -1.83  -0.04
N -2.08 0.60 -0.77  0.00
C -1.59 4.49 3.92  -0.16
C -2.45 5.52 3.53  0.03
C -2.72 6.54 4.42  -0.07
N -2.22 6.59 5.66  0.14
C -1.40 5.60 6.04  -0.07
C -1.06 4.54 5.22  0.03
H 3.58 -2.34 3.08  0.14
H 2.18 -2.16 1.01  0.12
H 1.83 1.06 4.60  0.14
H 0.42 2.64 4.14  0.13
H -2.87 3.75 1.60  0.13
H -3.50 3.63 -0.43  0.14
H -4.41 0.72 -3.19  0.15
H -2.65 -0.75 -2.26  0.11
H -2.87 5.59 2.53  0.12
H -3.37 7.36 4.14  0.13
H -1.02 5.67 7.05  0.13
H -0.41 3.77 5.62  0.11
C -1.87 -2.90 3.29  0.00
C -2.22 -4.07 2.63  0.04
C -2.05 -4.20 1.26  0.04
C -1.52 -3.14 0.53  -0.17
C -1.12 -1.96 1.19  -0.24
C -1.30 -1.86 2.59  -0.06
C -1.37 -3.15 -0.93  -0.19
C -1.73 -4.24 -1.73  0.06
C -1.57 -4.15 -3.08  0.09
C -1.07 -2.97 -3.67  -0.13
C -0.94 -2.85 -5.08  0.03
C -0.51 -1.69 -5.64  -0.01
C -0.23 -0.58 -4.80  -0.01
C -0.34 -0.68 -3.44  -0.08
C -0.74 -1.88 -2.83  -0.23
N -0.88 -2.00 -1.44  -0.05
H -2.03 -2.81 4.36  0.14
H -2.64 -4.90 3.19  0.14
H -2.34 -5.12 0.78  0.13
H -1.03 -0.96 3.13  0.10
H -2.12 -5.14 -1.28  0.13
H -1.85 -4.98 -3.72  0.16
H -1.20 -3.70 -5.70  0.14
H -0.41 -1.59 -6.71  0.14
H 0.06 0.36 -5.25  0.13
H -0.18 0.22 -2.85  0.09
N 1.50 -0.68 -0.98  0.04
C 2.40 -0.61 -1.75  -0.14
N 3.34 -0.53 -2.57  0.00
C 3.88 -1.74 -3.31  -0.03
C 5.36 -1.87 -2.98  -0.16
O 6.03 -0.68 -3.30  -0.08
C 5.60 0.41 -2.51  -0.16
C 4.14 0.73 -2.79  -0.03
H 3.73 -1.53 -4.37  0.15
H 3.30 -2.62 -3.03  0.14
H 5.79 -2.66 -3.59  0.16
H 5.49 -2.12 -1.92  0.14
H 6.21 1.27 -2.79  0.16
H 5.75 0.20 -1.44  0.14
H 4.00 0.99 -3.84  0.15
H 3.75 1.52 -2.15  0.14